(1)
Below is 2 unconnected molecules or ions with the total composition C3H12N2P in a non-equilibrium geometry, with properties calculated with ωB97M-V/def2-TZVPD.

- LUMO level (eV) = -4.93
- energy above the lowest of the compared OMol25 structures with the same formula, charge and spin (kJ/mol) = 550.55
- total charge = +1
- 2S+1 = 1
- Kohn-Sham gap (eV) = 8.008

Each line ends with the natural charge from an NBO analysis.
Geometry (Å):
C: 0.474 -0.483 -1.261  -0.414
C: 0.704 -0.934 1.133  -0.449
C: -1.359 1.140 0.146  -0.513
N: 1.493 1.146 0.238  -0.648
N: 0.571 0.084 0.083  -0.117
P: -2.643 0.011 -0.084  0.510
H: 0.596 0.344 -2.010  0.233
H: 1.154 -1.228 -1.289  0.218
H: -0.575 -0.898 -1.634  0.229
H: 0.267 -1.809 0.864  0.238
H: 1.798 -1.199 1.275  0.246
H: 0.615 -0.415 2.085  0.236
H: -1.256 1.516 1.111  0.213
H: -1.358 2.082 -0.534  0.261
H: 1.505 1.941 -0.501  0.405
H: 1.563 1.447 1.116  0.371
H: -2.012 -0.423 -1.220  -0.020
H: -2.328 -0.903 0.907  0.001

=====

(2)
Below is 2 unconnected molecules or ions with the total composition C34H36BF3O4S in a non-equilibrium geometry, with properties calculated with ωB97M-V/def2-TZVPD.

- LUMO level (eV) = -2.75
- energy above the lowest of the compared OMol25 structures with the same formula, charge and spin (kJ/mol) = 273.95
- total charge = 0
- 2S+1 = 1
- Kohn-Sham gap (eV) = 3.566

Each line ends with the Mulliken charge.
Geometry (Å):
C: -3.268 -4.445 -4.979  -1.214
C: -2.509 -3.951 -3.820  0.631
C: -1.672 -4.671 -2.978  -0.858
C: -1.076 -3.847 -1.943  -1.034
C: -1.411 -2.508 -2.065  0.306
B: -0.583 -1.186 -1.481  1.208
C: -1.437 -0.969 -0.095  0.552
C: -0.994 -1.452 1.128  -0.363
C: -1.855 -1.447 2.245  -1.224
C: -3.119 -0.875 2.137  0.633
C: -4.047 -0.799 3.329  0.728
F: -4.223 0.504 3.743  -0.231
F: -5.299 -1.283 3.046  -0.275
F: -3.583 -1.493 4.408  -0.304
C: -3.558 -0.342 0.926  -1.183
C: -2.697 -0.375 -0.177  -0.782
O: 0.694 -1.862 -1.480  -0.356
C: 1.531 -1.062 -2.302  1.136
C: 2.196 -0.114 -1.345  -1.117
C: 2.573 -1.883 -3.034  -1.996
C: 0.497 -0.306 -3.273  2.236
C: 0.965 1.086 -3.693  -1.707
C: 0.184 -1.140 -4.510  -2.083
O: -0.661 -0.146 -2.461  -0.766
S: -2.604 -2.281 -3.298  -0.251
H: -2.973 -5.478 -5.183  0.343
H: -4.348 -4.416 -4.774  0.250
H: -3.056 -3.827 -5.865  0.264
H: -1.475 -5.717 -3.130  0.361
H: -0.425 -4.268 -1.193  0.518
H: 0.035 -1.816 1.240  0.421
H: -1.513 -1.846 3.200  0.406
H: -4.555 0.083 0.832  0.441
H: -3.034 0.045 -1.126  0.446
H: 2.769 0.684 -1.821  0.471
H: 1.387 0.336 -0.706  -0.744
H: 2.858 -0.671 -0.677  0.603
H: 3.178 -1.196 -3.646  0.310
H: 3.240 -2.393 -2.323  0.439
H: 2.096 -2.624 -3.682  0.387
H: 1.985 1.042 -4.106  0.276
H: 0.304 1.461 -4.484  0.489
H: 0.926 1.786 -2.846  0.131
H: 1.030 -1.138 -5.216  0.382
H: -0.039 -2.184 -4.248  0.325
H: -0.676 -0.703 -5.033  0.458
C: 5.323 -1.083 4.755  -0.843
O: 5.494 -0.568 3.405  -0.408
C: 4.464 0.133 2.859  0.538
C: 4.568 0.486 1.491  -0.543
C: 3.495 1.074 0.878  -0.681
C: 2.203 1.088 1.498  0.857
C: 1.081 1.457 0.645  -0.551
C: -0.124 2.064 1.182  1.859
C: -0.486 3.309 0.614  -0.536
C: -1.284 4.145 1.365  0.472
C: -1.927 3.656 2.528  -0.063
O: -2.682 4.580 3.177  -0.527
C: -2.576 5.844 2.391  -0.381
C: -1.584 5.599 1.251  -0.669
C: -1.765 2.322 2.951  -1.582
C: -0.830 1.561 2.297  -0.250
C: 2.151 0.888 2.902  -0.566
C: 3.287 0.478 3.578  -0.874
H: 6.081 -1.859 4.879  0.243
H: 5.493 -0.292 5.504  0.317
H: 4.318 -1.516 4.873  0.403
H: 5.523 0.306 0.995  0.464
H: 3.623 1.504 -0.119  0.412
H: 1.416 2.101 -0.170  0.542
H: -0.056 3.655 -0.324  0.481
H: -3.590 6.056 2.024  0.274
H: -2.261 6.632 3.090  0.297
H: -0.682 6.211 1.402  0.233
H: -2.011 5.849 0.279  0.338
H: -2.332 1.954 3.796  0.530
H: -0.633 0.533 2.600  0.624
H: 1.261 1.120 3.497  0.428
H: 3.281 0.399 4.670  0.495

=====

(3)
Below is 9 unconnected molecules or ions with the total composition C40H70BrN3O12S in a non-equilibrium geometry, with properties calculated with ωB97M-V/def2-TZVPD.

- LUMO level (eV) = -1.33
- total charge = 0
- SMILES = CCCCNc1c(CC(=O)Br)c(O)c2nsnc2c1OCCOCC.CC(C)=O.CC(C)=O.CC(C)=O.CC(C)=O.CC(C)=O.CC(C)=O.CC(C)=O.CC(C)=O
- 2S+1 = 1
- Kohn-Sham gap (eV) = 6.392

Each line ends with the Mulliken charge.
Geometry (Å):
C: -4.051 -1.531 -2.468  -1.089
C: -2.800 -2.245 -1.633  0.226
C: -3.477 -2.932 -0.272  -0.776
C: -2.663 -2.521 1.103  -0.082
N: -3.411 -1.486 1.952  -0.254
C: -2.478 -1.253 3.158  0.018
C: -2.561 -2.247 4.460  0.215
C: -3.687 -3.478 4.503  -0.561
C: -4.924 -2.880 5.456  0.331
O: -4.829 -3.096 6.772  -0.506
Br: -6.481 -1.837 4.735  -0.147
C: -1.590 -2.144 5.806  -0.179
O: -1.681 -3.091 6.948  -0.502
C: -0.496 -0.883 5.780  0.590
N: 0.493 -0.502 6.876  -0.571
S: 1.438 0.926 6.390  0.196
N: 0.672 1.218 4.809  -0.566
C: -0.384 0.171 4.510  0.271
C: -1.365 -0.006 3.190  0.130
O: -1.303 0.942 2.029  -0.354
C: -2.618 1.665 2.046  -0.231
C: -2.421 3.320 2.028  -0.467
O: -1.181 3.744 1.361  -0.323
C: -1.430 4.357 0.047  -0.092
C: -0.645 3.437 -1.102  -0.714
H: -3.662 -0.645 -3.150  0.275
H: -4.542 -2.322 -3.206  0.184
H: -4.853 -1.106 -1.718  0.414
H: -2.376 -3.115 -2.321  -0.166
H: -1.935 -1.495 -1.375  0.261
H: -3.361 -4.102 -0.399  0.250
H: -4.622 -2.698 -0.180  0.375
H: -1.632 -2.031 0.758  0.236
H: -2.447 -3.463 1.799  0.198
H: -4.339 -1.846 2.265  0.389
H: -4.173 -3.678 3.451  0.256
H: -3.273 -4.460 4.985  0.386
H: -2.083 -2.655 7.755  0.309
H: -3.333 1.282 1.192  0.231
H: -3.189 1.443 3.070  0.321
H: -2.314 3.619 3.179  0.256
H: -3.395 3.850 1.652  0.281
H: -2.552 4.383 -0.286  0.212
H: -0.981 5.455 0.037  0.103
H: -0.926 3.804 -2.191  0.274
H: -0.966 2.315 -0.916  0.103
H: 0.498 3.506 -0.854  0.238
C: 1.699 -3.646 5.988  -0.254
C: 1.589 -4.461 4.728  0.795
C: 2.748 -5.355 4.376  -0.987
O: 0.590 -4.399 4.012  -0.557
H: 0.790 -3.048 6.114  -0.233
H: 1.805 -4.308 6.851  0.374
H: 2.555 -2.970 5.920  0.175
H: 2.900 -6.094 5.167  0.355
H: 3.651 -4.755 4.236  0.154
H: 2.529 -5.883 3.442  0.284
C: -1.734 -6.237 -4.431  -1.168
C: -2.289 -5.003 -5.093  0.791
C: -2.275 -4.958 -6.598  -1.134
O: -2.735 -4.069 -4.430  -0.454
H: -1.809 -6.129 -3.344  0.287
H: -2.311 -7.113 -4.737  0.399
H: -0.682 -6.361 -4.700  0.294
H: -2.876 -5.778 -7.000  0.420
H: -1.247 -5.026 -6.962  0.309
H: -2.706 -4.009 -6.936  0.290
C: -0.159 -2.684 -4.543  -0.260
C: 0.761 -1.606 -5.052  0.641
C: 2.124 -2.028 -5.532  -1.163
O: 0.413 -0.427 -5.074  -0.581
H: -1.107 -2.233 -4.231  0.096
H: -0.360 -3.406 -5.338  -0.103
H: 0.292 -3.182 -3.682  0.381
H: 2.025 -2.721 -6.371  0.301
H: 2.677 -2.497 -4.714  0.327
H: 2.679 -1.146 -5.869  0.324
C: -2.483 8.711 -0.721  -1.175
C: -3.190 7.484 -1.231  0.905
C: -3.602 7.472 -2.679  -1.001
O: -3.422 6.528 -0.493  -0.553
H: -2.246 8.579 0.340  0.300
H: -1.550 8.859 -1.272  0.317
H: -3.131 9.585 -0.829  0.376
H: -2.719 7.564 -3.317  0.344
H: -4.299 8.291 -2.874  0.230
H: -4.101 6.524 -2.907  0.287
C: -8.073 9.790 -4.145  -1.091
C: -6.871 9.213 -4.844  0.843
C: -7.103 8.510 -6.155  -1.097
O: -5.744 9.311 -4.362  -0.568
H: -7.755 10.267 -3.211  0.286
H: -8.545 10.544 -4.779  0.333
H: -8.783 8.994 -3.907  0.323
H: -7.532 9.208 -6.879  0.335
H: -7.769 7.657 -6.007  0.328
H: -6.147 8.145 -6.545  0.284
C: 5.970 -0.824 4.054  -0.963
C: 5.263 -2.051 3.543  0.779
C: 4.851 -2.063 2.096  -0.214
O: 5.031 -3.008 4.281  -0.627
H: 6.207 -0.957 5.115  0.359
H: 6.902 -0.677 3.503  0.248
H: 5.322 0.049 3.946  0.206
H: 5.734 -1.971 1.458  -0.444
H: 4.153 -1.245 1.901  0.351
H: 4.352 -3.011 1.868  0.315
C: 6.827 2.188 1.716  -1.213
C: 6.696 1.116 0.668  0.901
C: 7.742 1.072 -0.414  -1.125
O: 5.770 0.306 0.695  -0.527
H: 6.003 2.098 2.432  0.284
H: 7.771 2.069 2.253  0.304
H: 6.777 3.174 1.247  0.403
H: 8.727 0.903 0.028  0.307
H: 7.732 2.008 -0.978  0.455
H: 7.520 0.247 -1.100  0.207
C: 9.059 -3.911 -1.930  -1.179
C: 8.719 -2.738 -1.050  0.719
C: 7.692 -2.954 0.029  -0.677
O: 9.260 -1.644 -1.208  -0.539
H: 9.814 -3.609 -2.663  0.323
H: 9.467 -4.724 -1.324  0.327
H: 8.167 -4.246 -2.465  0.316
H: 8.039 -3.724 0.722  0.362
H: 6.739 -3.246 -0.419  0.388
H: 7.548 -2.022 0.584  -0.107

=====

(4)
Below is a molecular structure, C2H2O4Tm in a non-equilibrium geometry, with properties calculated with ωB97M-V/def2-TZVPD.

- LUMO level (alpha / beta) (eV) = -0.97 / -1.66
- total charge = 0
- expectation value of S² = 3.75
- 2S+1 = 4
- Kohn-Sham gap (alpha / beta) (eV) = 6.675 / 7.447

Each line ends with the Mulliken spin population.
Geometry (Å):
O: 0.939 2.337 0.357  0.003
C: 0.869 1.113 0.201  -0.027
O: 0.151 0.667 -0.846  0.001
O: 1.257 0.333 1.130  -0.083
C: -0.832 -0.470 -0.633  0.003
O: -0.284 -1.636 -0.278  -0.065
Tm: 0.759 -1.745 1.615  3.176
H: -1.571 -0.072 0.094  -0.012
H: -1.287 -0.526 -1.640  0.002

=====

(5)
Below is C4H7N3O in the gas phase in a non-equilibrium geometry, with properties calculated with ωB97M-V/def2-TZVPD.

- LUMO level (eV) = 0.76
- energy above the lowest of the compared OMol25 structures with the same formula, charge and spin (kJ/mol) = 761.17
- total charge = 0
- SMILES = N[C@H]1[C@H]2NC=NO[C@H]12
- 2S+1 = 1
- Kohn-Sham gap (eV) = 9.722

Each line ends with the natural charge from an NBO analysis.
Geometry (Å):
N: 2.606 0.242 -0.539  -0.843
C: 1.614 -0.190 0.483  -0.035
C: 0.257 0.508 0.594  -0.165
N: -0.670 1.548 0.044  -0.652
C: -1.825 0.658 -0.282  0.215
N: -1.854 -0.618 -0.388  -0.205
O: -0.940 -1.543 0.244  -0.365
C: 0.343 -0.697 -0.073  0.002
H: 2.104 0.442 -1.474  0.380
H: 3.502 -0.545 -0.594  0.382
H: 2.204 -0.451 1.436  0.236
H: -0.088 0.161 1.522  0.208
H: -0.553 2.400 0.612  0.413
H: -2.727 1.329 -0.369  0.207
H: 0.168 -0.868 -1.235  0.224